Computed, not measured: a structure of composition C33H37ClCsN7O4PS2 at a distorted geometry, with wB97M-V/def2-TZVPD.

Cartesian coordinates (Å):
Cs 0.00000 0.00000 0.00000
N 1.24280 -0.02860 3.99660
C -0.09890 -0.00620 4.01670
N -0.82770 0.00000 2.93200
C -2.18810 0.02230 3.24570
C -2.44100 0.04780 4.60650
S -0.97230 0.04300 5.49000
C -3.24560 0.02260 2.18810
C -4.60640 0.04890 2.44080
S -5.48970 0.04440 0.97200
C -4.01640 -0.00570 0.09880
N -2.93180 0.00000 0.82770
N -3.99610 -0.02820 -1.24290
H 1.66430 0.20360 3.10390
H 1.73950 0.32900 4.80200
H -3.38760 0.06940 5.12430
H -5.12430 0.07080 3.38740
H -4.80140 0.32980 -1.73980
H -3.10320 0.20340 -1.66430
C 3.10370 -3.40780 1.90370
C 1.84940 -2.76100 1.31190
C 2.14830 -1.31430 0.90650
C 1.27500 -3.62020 0.17350
C 2.14220 -3.77480 -1.06490
O 1.21210 -3.76000 -2.13780
C 0.10600 -3.19030 -1.60700
N 0.00000 -3.05920 -0.31980
C -0.94210 -2.96130 -2.60930
C -1.86610 -4.02320 -2.68990
C -2.94850 -3.96150 -3.55990
C -3.12700 -2.82870 -4.33900
C -2.21710 -1.76760 -4.25620
C -1.07720 -1.80730 -3.41970
P 0.00000 -0.31980 -3.33510
C 1.69840 -0.92120 -3.61180
C 2.74590 -0.23400 -2.97380
C 4.07730 -0.62220 -3.14760
C 4.38530 -1.70390 -3.96660
C 3.36310 -2.39540 -4.61050
C 2.03100 -2.00570 -4.43560
C -0.26710 0.60450 -4.88750
C -0.14170 0.04380 -6.16800
C -0.34490 0.81490 -7.31630
C -0.67340 2.16240 -7.20320
C -0.80080 2.73890 -5.94280
C -0.59900 1.96640 -4.79510
H 3.45950 -2.84070 2.77050
H 3.91840 -3.45060 1.17330
H 2.89360 -4.42920 2.23850
H 1.09170 -2.71930 2.10620
H 2.96690 -1.25070 0.18380
H 2.44330 -0.72840 1.78420
H 1.26800 -0.83090 0.47150
H 1.04820 -4.61830 0.57340
H 2.68340 -4.72610 -1.06050
H 2.86460 -2.96940 -1.21420
H -1.74210 -4.89970 -2.05580
H -3.65820 -4.78270 -3.61180
H -3.98510 -2.75300 -5.00260
H -2.44140 -0.88810 -4.85720
H 2.53370 0.61750 -2.32960
H 4.87020 -0.07630 -2.64360
H 5.41920 -2.00780 -4.10320
H 3.59710 -3.24470 -5.24710
H 1.25770 -2.57850 -4.94130
H 0.10890 -1.00530 -6.29450
H -0.24210 0.36020 -8.29810
H -0.82670 2.76260 -8.09600
H -1.05270 3.79210 -5.84960
H -0.69970 2.44520 -3.82280
Cl -2.17910 5.03970 -1.44420
C -1.26210 4.97970 0.08520
C 0.06090 4.23690 -0.10620
O 1.07480 4.97400 -0.28390
O 0.00000 2.97720 0.00000
H -1.88150 4.47640 0.83360
H -1.08930 6.00880 0.41410
N -0.00740 2.51110 2.92630
C 1.28970 2.40000 2.58310
N 2.11880 3.15600 3.32700
O 1.67880 1.67880 1.67880
H -0.33100 3.10470 3.67100
H -0.67670 1.96560 2.40120
H 1.80090 3.75130 4.07280
H 3.10570 3.11290 3.11400
H 2.87060 0.00000 0.00000

Forces on atoms 1 to 2 (eV/Å):
Cs -7.7 6.2 -3.4
N 0.7 -0.2 0.5

Computed properties:
Orbital gap (spin up / spin down), hartree: 0.0977 / 0.0977
HOMO level (spin up / spin down), Ha: -0.033 / -0.033
DFT total energy, eV: -97467.3568
Total charge: -1

Atomic partial charges in e from the Mulliken method, atoms 1 to 8: number 1, Cs, carries 1.62; number 2, N, carries -0.27; number 3, C, carries 0.32; number 4, N, carries 0.26; number 5, C, carries -0.21; number 6, C, carries -0.62; number 7, S, carries -0.30; number 8, C, carries -0.07